1.
C32H40GeIrN7S2 as an isolated structure, computed with ωB97M-V/def2-TZVPD.

Computed properties:
⟨S²⟩	6.03
lowest unoccupied orbital energy (alpha / beta)	-4.778 / -7.639	eV
HOMO level (alpha / beta)	-11.339 / -13.601	eV
multiplicity	5
charge	+2

Structure (XYZ):
```
83
C32H40GeIrN7S2 (ωB97M-V/def2-TZVPD)
Ir 0.29200 0.37834 -0.42568
C -3.64979 1.77943 1.10000
C -2.27260 1.63069 0.54229
N -1.79550 0.39620 0.19030
N -2.54448 -0.70198 0.55374
C -2.37754 -1.88846 0.01238
N -2.92520 -2.94499 0.59929
S 0.20966 -1.85267 -0.64841
C -1.35460 2.69862 0.39422
C -1.70814 4.05763 0.52017
C -0.77108 5.04045 0.33132
C 0.55030 4.69461 0.01503
C 0.85781 3.36538 -0.09456
N -0.04466 2.38151 0.09136
H -3.76123 1.20729 2.03003
H -4.41192 1.42896 0.39668
H -3.87728 2.80752 1.35862
H -3.13749 -0.61144 1.36946
H -3.38394 -2.88806 1.49478
H -2.78738 -3.85921 0.20386
H -2.73165 4.32647 0.73710
H -1.05717 6.08127 0.41716
H 1.31749 5.44188 -0.13152
H 1.86296 3.04536 -0.32085
N 2.68043 0.71808 -1.92836
N 2.41217 1.55114 -3.01037
C 1.17135 1.70710 -3.47742
N 1.04201 2.45391 -4.56914
S -0.23310 1.00713 -2.79144
H 3.33357 1.16161 -1.28865
H 3.06740 -0.16207 -2.25410
H 3.19123 1.90972 -3.54523
H 1.83008 2.86223 -5.04704
H 0.12857 2.58756 -4.97009
C 5.70302 2.95320 0.90855
C 5.76356 1.66733 0.38778
C 4.67502 0.80910 0.52438
C 3.50498 1.23348 1.16587
C 3.47411 2.52154 1.70997
C 4.56243 3.37654 1.57932
Ge 1.97568 0.05198 1.42798
C 2.58135 -1.78468 1.46218
C 3.22119 -2.36682 0.36268
C 3.69844 -3.66893 0.41821
C 3.53917 -4.41231 1.58194
C 2.89280 -3.85627 2.67630
C 2.41418 -2.54984 2.61824
C 1.17330 0.54832 3.12003
C -0.17834 0.81015 3.33443
C -0.63870 1.15021 4.60274
C 0.25035 1.22368 5.66578
C 1.59978 0.96424 5.46230
C 2.06282 0.63035 4.19562
H 6.55494 3.61521 0.81738
H 6.66766 1.32080 -0.09702
H 4.75930 -0.20823 0.15846
H 2.60305 2.85416 2.26613
H 4.52912 4.36638 2.01920
H 3.33557 -1.80944 -0.56467
H 4.19735 -4.10377 -0.43938
H 3.91815 -5.42533 1.63269
H 2.76476 -4.43709 3.58158
H 1.91019 -2.13184 3.48204
H -0.87949 0.75936 2.51089
H -1.68952 1.36122 4.76285
H -0.10591 1.48755 6.65352
H 2.29516 1.02547 6.28996
H 3.12226 0.44391 4.05025
C -0.86582 -3.04946 -3.37031
C -1.77109 -3.24777 -2.14746
C -1.42319 -4.59840 -1.48120
C -3.22695 -3.23266 -2.63228
C -1.54414 -2.01579 -1.22871
H -1.05242 -3.84892 -4.08950
H 0.19439 -3.08248 -3.10542
H -1.06919 -2.09308 -3.86239
H -1.04588 -5.29434 -2.23008
H -2.29964 -5.09213 -1.04714
H -0.64938 -4.51208 -0.71390
H -3.38239 -4.04928 -3.33977
H -3.45784 -2.29789 -3.15180
H -3.94858 -3.36069 -1.82376
H -1.74680 -1.12568 -1.82457
```



2.
A 2-piece molecular cluster, C32H40N3 overall, computed with ωB97M-V/def2-TZVPD.

Computed properties:
lowest unoccupied orbital energy	-4.225	eV
HOMO level	-10.122	eV
multiplicity	1
charge	+1

Structure (XYZ):
```
75
C32H40N3 (ωB97M-V/def2-TZVPD)
C -7.33156 -1.13673 3.08600
C -7.03416 -1.48289 1.62141
C -5.57199 -1.07118 1.37170
N -5.22322 -0.21378 2.48866
C -4.02348 0.41942 2.59699
C -3.86522 1.51175 3.49593
C -2.64937 2.14930 3.61291
C -1.48053 1.62064 2.98694
C -0.20716 2.17041 3.26741
C 1.00019 1.45756 3.01536
C 1.19532 0.14528 3.54296
C 2.44883 -0.43002 3.52107
C 3.46439 0.11524 2.68986
N 4.64403 -0.55235 2.54360
C 5.14758 -1.43388 3.57712
C 6.52625 -1.89603 3.09316
C 6.65093 -1.43075 1.63488
C 5.52144 -0.41053 1.39928
C 3.21535 1.33231 2.00097
C 2.04750 2.02806 2.24072
C -1.66032 0.53308 2.06839
C -2.91141 0.01209 1.81072
C -6.22848 -0.16208 3.52748
H -8.31279 -0.67648 3.21638
H -7.28308 -2.04030 3.70324
H -7.17886 -2.54267 1.39722
H -7.67576 -0.89802 0.95354
H -4.90576 -1.95068 1.33565
H -5.45999 -0.54160 0.40777
H -4.72746 1.85642 4.07320
H -2.54524 3.03643 4.23985
H -0.13688 3.21386 3.58047
H 0.36311 -0.36846 4.02978
H 2.63438 -1.35753 4.07004
H 5.20888 -0.91275 4.54743
H 4.47087 -2.28863 3.71335
H 7.30337 -1.43084 3.70959
H 6.59784 -2.98138 3.19301
H 7.62526 -0.98626 1.41706
H 6.50087 -2.27535 0.95501
H 4.99849 -0.61599 0.44583
H 5.90124 0.62389 1.33570
H 3.97586 1.71666 1.31905
H 1.87405 3.00628 1.79365
H -0.79124 0.12284 1.55816
H -3.03928 -0.76438 1.05230
H -6.62257 0.85951 3.63098
H -5.80717 -0.44052 4.50936
C 5.44099 5.36510 6.32131
C 4.62293 6.10368 7.18655
C 3.23259 6.07837 7.02719
C 2.64609 5.32025 6.00492
C 1.13196 5.23025 5.87926
C 0.61164 3.97740 6.57598
C -0.90754 3.80356 6.75385
C -1.06554 2.28130 6.96098
C 0.28513 1.66014 6.56439
N 1.01214 2.75677 5.92560
C 3.47312 4.63296 5.10757
C 4.86436 4.64522 5.26493
H 6.52440 5.36793 6.44925
H 5.06808 6.70001 7.98635
H 2.58861 6.63455 7.71126
H 0.66455 6.10092 6.36007
H 0.83094 5.21354 4.81876
H 1.01634 3.98963 7.61105
H -1.27148 4.38249 7.60758
H -1.44685 4.12882 5.85529
H -1.25050 2.05448 8.01567
H -1.89074 1.87697 6.36210
H 0.80651 1.31863 7.47913
H 0.19870 0.79489 5.89776
H 2.01913 2.61441 5.91406
H 3.01747 4.07012 4.29138
H 5.48801 4.09522 4.55896
```



3.
C32H41ClF6NO4PPdS2Si as an isolated structure, computed with ωB97M-V/def2-TZVPD.

Computed properties:
lowest unoccupied orbital energy (alpha / beta)	-1.531 / -1.532	eV
HOMO level (alpha / beta)	-8.363 / -8.364	eV
multiplicity	1
charge	0

Structure (XYZ):
```
90
C32H41ClF6NO4PPdS2Si (ωB97M-V/def2-TZVPD)
Pd 0.25824 0.02496 -0.11556
Cl -0.60599 0.30196 2.54381
C -1.29479 -1.25267 2.94332
C -1.79435 -1.35905 4.23653
C -2.41076 -2.52863 4.63887
C -2.54162 -3.58467 3.74750
C -2.04270 -3.45711 2.46623
C -1.38955 -2.29842 2.03326
P -0.79476 -2.24404 0.29773
C -2.31170 -2.73971 -0.57129
C -3.29122 -1.76208 -0.74055
C -4.50656 -2.09575 -1.31130
C -4.74870 -3.39794 -1.72848
C -3.77481 -4.36976 -1.56447
C -2.55790 -4.04467 -0.98245
C 0.25877 -3.71967 0.14725
C 0.72822 -4.47527 1.21267
C 1.59131 -5.53969 0.98446
C 1.98165 -5.85986 -0.30465
C 1.50700 -5.11281 -1.37703
C 0.65504 -4.04746 -1.15178
H -1.70585 -0.51786 4.90672
H -2.80368 -2.60658 5.64344
H -3.03880 -4.49627 4.04559
H -2.16372 -4.27589 1.76819
H -3.09634 -0.74063 -0.44967
H -5.25832 -1.33038 -1.44744
H -5.69532 -3.65258 -2.18518
H -3.95869 -5.38518 -1.88916
H -1.80787 -4.81444 -0.85784
H 0.43765 -4.23315 2.22528
H 1.96040 -6.11752 1.82125
H 2.65332 -6.68900 -0.47863
H 1.80742 -5.35695 -2.38626
H 0.29777 -3.45710 -1.98837
F -0.74009 0.43755 -5.27557
C -1.02309 1.29736 -4.28282
F -2.33469 1.48474 -4.25175
F -0.44063 2.46823 -4.55883
S -0.38865 0.48702 -2.70243
O -1.53418 -0.41938 -2.48198
O 2.16394 1.65388 -3.18938
N -0.35395 1.88778 -1.73396
S -1.36948 2.25872 -0.57804
O -2.37873 1.26771 -0.30675
O -0.66707 2.81596 0.54794
C -2.27780 3.70309 -1.27369
F -3.17837 4.13701 -0.38696
F -2.91552 3.36022 -2.39326
F -1.44805 4.70523 -1.55429
C 2.43296 2.18974 1.98508
C 3.00464 2.05359 0.56508
C 4.52535 2.33154 0.63970
C 2.43961 3.22070 -0.26443
Si 2.68296 0.26522 -0.11343
C 3.45337 -0.02406 -1.85190
C 3.43185 1.20582 -2.78500
C 2.86159 -1.22420 -2.60780
C 4.96820 -0.29014 -1.67628
C 3.27189 -1.11379 1.12183
C 2.33368 -1.33919 2.31689
C 3.40778 -2.48376 0.44221
C 4.65006 -0.78030 1.72865
H 2.67341 3.18871 2.35960
H 2.86016 1.47413 2.68470
H 1.34921 2.09852 1.99781
H 4.64224 3.31570 1.10394
H 4.98190 2.39635 -0.34736
H 5.09475 1.62610 1.23651
H 2.55373 4.13550 0.32424
H 1.38739 3.12756 -0.49934
H 3.01730 3.38202 -1.17364
H 1.76890 2.23520 -2.52478
H 3.93970 0.90037 -3.70596
H 4.03366 2.01190 -2.35511
H 1.77956 -1.17299 -2.70334
H 3.11675 -2.17271 -2.13619
H 3.27611 -1.23927 -3.61951
H 5.50027 0.53304 -1.19963
H 5.39664 -0.41676 -2.67526
H 5.19328 -1.19538 -1.12668
H 1.37969 -1.77062 2.01519
H 2.12818 -0.44142 2.89121
H 2.81039 -2.06076 2.98669
H 2.50387 -2.78026 -0.08042
H 3.59393 -3.23070 1.21784
H 4.23580 -2.54737 -0.25690
H 4.61089 0.05180 2.42923
H 5.42312 -0.56888 0.98979
H 4.97708 -1.65810 2.29435
```



Ordered calculated total energy results: -125274.6444 -38297.2558 -114672.6501; unit eV.
Ordered ΔE to the lowest compared entry with this formula, charge and spin results: 0.0 84.1 25.4; unit kJ/mol.